This record from OMol25 describes a cluster of 2 separate species, C5H15NO in total at a distorted geometry. The level of theory is wB97M-V/def2-TZVPD.

```
22
Properties=species:S:1:pos:R:3:lowdin_charge:R:1
C -0.451 -2.118 -1.225 -0.027
C -1.118 -1.497 0.000 -0.156
N -0.313 -0.360 0.503 -0.059
C -0.533 0.884 -0.184 -0.181
C -1.210 1.744 0.961 -0.004
C 1.072 -0.569 0.907 0.014
H 0.321 -2.793 -0.871 0.093
H -1.265 -2.510 -1.831 0.102
H 0.028 -1.395 -1.873 0.087
H -1.381 -2.216 0.774 0.141
H -2.065 -0.996 -0.185 0.125
H -1.297 0.781 -0.956 0.138
H 0.255 1.453 -0.652 0.110
H -1.306 2.745 0.542 0.096
H -0.597 1.688 1.859 0.084
H -2.204 1.368 1.206 0.088
H 1.559 -0.533 -0.073 0.114
H 1.320 -1.373 1.598 0.122
H 1.479 0.251 1.517 0.120
H 3.127 2.402 -0.846 0.069
H 1.866 1.518 -0.370 -0.038
O 2.714 1.528 -0.802 -0.038
```

Calculated values
* ΔE to the lowest compared entry with this formula, charge and spin: 1.073 eV
* <S²>: 0.754
* HOMO-LUMO gap (alpha / beta): 12.50 / 8.25 eV
* multiplicity: 2
* charge: +1